Record 1
115
Properties=species:S:1:pos:R:3:forces:R:3 method="wB97M-V/def2-TZVPD" e_homo_ha="-0.4639 / -0.4914" multiplicity=5 gap_ev="6.11 / 5.22" total_charge=+2 s2=6.03
Ru 0.234743 0.301989 1.137275 0.99 -0.80 1.16
C 3.370219 3.573179 0.708588 0.04 0.14 -0.22
N 3.116361 2.990929 2.007906 -0.17 -0.18 0.17
C 3.186568 3.681345 3.189750 0.02 0.02 0.12
C 3.024571 2.773020 4.182311 -0.03 0.19 0.04
N 2.856881 1.538081 3.614243 0.01 0.02 -0.20
B 3.138732 0.243160 4.432748 0.09 0.14 -0.10
N 2.053491 -0.884418 4.301824 -0.34 -0.14 0.04
C 2.395642 -2.118735 4.789105 -0.01 -0.14 0.03
C 1.266726 -2.855890 4.924900 0.10 0.03 0.11
N 0.229834 -2.064948 4.506816 0.15 0.06 0.13
C -1.162813 -2.454637 4.521206 -0.16 0.05 -0.01
C 0.733249 -0.869575 4.117959 -0.03 -0.28 0.16
S -0.234049 0.433504 3.511126 0.03 0.55 -0.80
C 2.888857 1.691203 2.284295 0.17 0.14 0.09
S 2.683856 0.432294 1.109756 -0.49 -0.08 -0.35
H 2.917164 4.560887 0.668862 -0.01 0.00 0.00
H 2.938678 2.950632 -0.065334 -0.08 -0.08 -0.08
H 4.445717 3.658941 0.550751 -0.03 0.00 -0.01
H 3.358626 4.742563 3.223815 0.00 -0.01 -0.02
H 3.031419 2.910119 5.248602 0.03 -0.06 -0.01
H 4.170226 -0.225639 4.042669 0.07 -0.12 0.01
H 3.159167 0.558565 5.586195 0.04 0.05 0.09
H 3.417198 -2.367418 5.017451 0.00 0.05 0.04
H 1.119836 -3.852572 5.303160 -0.05 0.01 0.01
H -1.232402 -3.477957 4.881104 0.02 -0.01 0.02
H -1.578247 -2.392885 3.516230 0.03 0.03 0.01
H -1.731678 -1.813926 5.193777 0.04 -0.01 0.01
C 1.348352 0.247043 -3.349111 -0.14 0.14 0.18
C -0.134728 0.255293 -2.989419 0.04 -0.13 -0.34
C -0.624461 -1.160214 -2.756461 -0.07 0.02 0.02
C -0.975972 0.932766 -4.061759 0.09 0.09 0.11
O -0.313261 0.952849 -1.711560 0.04 0.01 -0.07
Si -0.176003 2.579991 -1.495225 0.17 -0.34 0.70
S -0.198058 2.504861 0.729412 -0.43 0.19 -0.04
O 1.240154 3.127864 -2.007373 0.24 0.00 -0.02
C 1.696261 4.182677 -2.912565 0.03 0.09 -0.06
C 0.953916 4.089684 -4.240050 0.06 -0.06 0.10
C 1.456982 5.533615 -2.254240 -0.01 -0.16 0.02
C 3.182082 3.939787 -3.134127 -0.10 0.01 0.05
O -1.346298 3.470765 -2.089891 -0.22 0.18 -0.08
C -2.646118 4.075670 -1.966417 -0.03 0.10 -0.06
C -3.199587 4.207487 -3.378440 0.03 -0.06 0.09
C -2.466656 5.445716 -1.326962 0.02 -0.11 -0.01
C -3.527606 3.184332 -1.109838 0.23 0.20 -0.27
H 1.524663 -0.373658 -4.227147 -0.03 -0.01 0.02
H 1.925035 -0.143840 -2.508134 0.05 -0.05 -0.04
H 1.698290 1.255428 -3.556897 0.06 -0.03 0.00
H -0.208140 -1.845768 -3.494014 -0.06 0.03 -0.02
H -1.713097 -1.228074 -2.792062 0.01 0.00 0.06
H -0.284132 -1.459893 -1.773316 0.10 -0.37 0.29
H -0.879153 0.383768 -4.998178 0.00 0.02 -0.03
H -0.653743 1.962574 -4.224351 -0.06 -0.10 -0.09
H -2.028506 0.939361 -3.772021 0.01 0.00 -0.01
H -0.117214 4.210200 -4.093714 -0.04 0.05 -0.04
H 1.143293 3.127653 -4.719243 0.02 0.06 -0.03
H 1.304806 4.874898 -4.909052 0.00 0.00 -0.01
H 0.393842 5.682602 -2.065106 0.01 0.05 -0.02
H 1.815388 6.326169 -2.910109 -0.04 0.05 0.02
H 1.995107 5.605533 -1.309003 0.01 -0.01 0.02
H 3.356174 2.963291 -3.586372 -0.01 -0.01 0.01
H 3.734286 3.995702 -2.196767 0.01 0.00 0.03
H 3.572777 4.702607 -3.807141 0.04 0.00 0.00
H -2.527313 4.809827 -3.988689 -0.01 0.01 -0.01
H -4.172497 4.697919 -3.353018 -0.01 0.00 -0.02
H -3.311094 3.228222 -3.845625 -0.01 0.00 0.01
H -1.872756 6.088123 -1.976337 0.00 0.02 0.02
H -1.963917 5.355169 -0.361802 -0.01 0.02 0.01
H -3.435693 5.919964 -1.173018 -0.01 0.02 0.01
H -3.595088 2.185538 -1.548781 0.03 0.00 -0.01
H -4.529268 3.608418 -1.040429 0.02 0.01 0.02
H -3.101171 3.116970 -0.105880 -0.03 0.12 -0.07
C -5.074013 1.479114 0.957237 0.11 0.45 0.15
Sb -3.066314 1.074197 1.642798 -0.85 -1.24 -0.39
C -2.606061 -0.467645 0.206583 0.24 0.36 0.16
C -3.696776 -0.213312 3.251835 0.17 0.37 0.12
H -5.632426 0.550187 1.066071 0.15 -0.10 0.09
H -5.076327 1.809829 -0.075807 -0.04 -0.15 0.17
H -5.510047 2.247962 1.591655 -0.07 0.00 -0.03
H -3.532406 -0.909904 -0.161032 -0.08 0.07 0.10
H -2.017437 -1.239710 0.702075 -0.02 -0.11 0.01
H -2.043270 -0.047518 -0.627201 -0.07 -0.02 -0.01
H -4.370483 -0.945333 2.805947 0.00 0.05 -0.11
H -4.223015 0.374030 4.001407 -0.02 -0.01 -0.01
H -2.832912 -0.688788 3.696494 -0.04 0.06 -0.04
O 0.229908 -1.859981 1.711323 -0.40 0.74 -0.33
S 0.699807 -3.118944 0.970690 0.30 -0.18 0.06
C -0.472659 -4.417094 1.505111 0.12 0.12 -0.47
C -1.569069 -4.521232 0.480005 -0.05 0.08 -0.07
C -1.246879 -4.869015 -0.831668 0.03 -0.04 0.06
C -2.237707 -4.973179 -1.793330 0.02 0.00 -0.02
C -3.562028 -4.723728 -1.455774 -0.03 0.01 0.03
C -3.887565 -4.364400 -0.156803 -0.04 0.00 -0.03
C -2.893489 -4.260228 0.806981 0.01 0.07 0.09
C 2.223357 -3.712172 1.793260 -0.02 -0.14 -0.51
C 2.825812 -4.632873 0.756457 -0.11 0.02 -0.02
C 2.781917 -6.013977 0.903953 0.05 0.06 0.09
C 3.227268 -6.841293 -0.118409 -0.06 -0.07 0.02
C 3.708413 -6.295407 -1.297492 0.02 0.01 0.03
C 3.763730 -4.914566 -1.448890 0.00 0.01 -0.01
C 3.314639 -4.089151 -0.432581 0.09 0.00 0.08
H -0.842854 -4.141032 2.490842 0.14 -0.01 0.02
H 0.106564 -5.340216 1.558114 0.04 0.01 0.04
H -0.211298 -5.067914 -1.092204 -0.04 -0.02 -0.03
H -1.980618 -5.260035 -2.804586 0.00 0.00 0.01
H -4.341127 -4.823203 -2.199795 0.02 0.01 -0.01
H -4.920300 -4.180312 0.110490 0.01 -0.01 0.01
H -3.160515 -3.988639 1.823237 0.03 -0.03 0.02
H 1.986260 -4.209219 2.731753 -0.03 0.06 -0.04
H 2.832917 -2.826832 1.980073 -0.08 0.07 -0.02
H 2.425997 -6.447926 1.831867 -0.04 -0.01 -0.01
H 3.184512 -7.914560 0.010352 0.04 0.00 -0.02
H 4.047160 -6.943154 -2.094636 0.01 0.01 0.00
H 4.156303 -4.482838 -2.360380 -0.01 -0.01 0.01
H 3.354604 -3.010685 -0.552885 0.00 -0.02 -0.01

Record 2
16
Properties=species:S:1:pos:R:3:forces:R:3 method="wB97M-V/def2-TZVPD" e_homo_ha=-0.3808 multiplicity=1 relative_energy_kj_mol=300.7 gap_ev=11.10 smiles="CS(=O)(=O)C1(O)CC1"
C -1.867237 -1.151032 -0.431005 4.80 -1.57 0.47
S -0.991199 0.036690 0.665905 -1.11 0.26 2.35
O -1.731567 1.246799 0.453189 0.45 0.75 -0.45
O -0.945995 -0.421832 2.073644 0.12 -0.48 -1.92
C 0.767037 0.066883 0.190478 -1.90 1.34 0.15
O 1.164289 -1.232899 0.372971 -0.07 -0.32 0.46
C 1.010065 0.884255 -0.991913 0.58 0.45 -0.83
C 1.721529 1.288186 0.280917 -3.09 1.37 1.49
H -1.123045 -1.973125 -0.730547 -0.91 1.11 0.50
H -2.600694 -1.632735 0.122342 -1.69 -0.34 0.96
H -2.095924 -0.642340 -1.304539 -0.98 1.05 -1.35
H 0.624393 -1.446875 1.170666 0.97 -0.57 -0.06
H 0.231525 1.495583 -1.422029 -0.33 0.06 0.39
H 1.576118 0.405681 -1.754557 0.76 -0.14 -0.52
H 2.628702 0.830300 0.332245 2.76 -0.80 0.27
H 1.632004 2.246461 0.972232 -0.35 -2.18 -1.90

Record 3
26
Properties=species:S:1:pos:R:3:forces:R:3 method="wB97M-V/def2-TZVPD" e_homo_ha=-0.2945 multiplicity=1 relative_energy_kj_mol=334.7 gap_ev=9.02
C -0.404225 -0.073466 0.222169 2.18 -1.62 5.44
C -0.520335 0.956689 -2.038005 2.66 -0.78 0.98
C 1.383320 -0.803858 -1.259641 -0.06 0.31 -0.16
C -1.397152 -1.200167 0.026395 -0.03 -0.08 0.07
C 0.981687 0.737855 2.605358 -0.05 0.03 0.16
C -1.548981 1.988285 -1.655622 -0.04 -0.09 0.58
N 0.587464 0.260484 -0.659411 -2.14 2.44 -4.81
C 0.769617 -0.448753 1.726279 -2.30 -0.03 -1.63
C 1.264008 -1.660295 1.952352 -0.20 0.08 -0.11
H -0.904183 0.804039 0.637143 0.10 0.04 -0.23
H 0.290942 1.391373 -2.621180 -0.14 -0.03 -0.07
H -0.940011 0.106841 -2.576610 0.09 -0.15 0.24
H 0.861975 -1.757532 -1.379077 0.02 -0.05 0.01
H 1.733059 -0.483475 -2.245135 -0.14 0.04 0.07
H 2.283812 -0.952537 -0.660222 -0.16 -0.09 0.14
H -2.315640 -0.810426 -0.421985 0.04 -0.06 -0.09
H -1.659281 -1.622366 1.001170 0.00 0.05 -0.17
H -1.024526 -2.007387 -0.603092 0.01 0.00 0.04
H 1.608082 0.506085 3.477866 -0.05 -0.07 -0.23
H 0.025690 1.110711 2.988668 0.06 0.06 -0.11
H 1.465512 1.547948 2.052136 -0.10 -0.02 -0.02
H 1.124510 -2.489833 1.263978 -0.20 0.06 0.08
H 1.812819 -1.901074 2.866074 0.13 0.23 -0.25
H -1.134360 2.735914 -0.972096 -0.04 -0.10 -0.05
H -2.428563 1.534506 -1.189079 0.11 0.08 0.06
H -1.915238 2.530441 -2.538434 0.24 -0.23 0.04

Record 4
15
Properties=species:S:1:pos:R:3:forces:R:3 method="wB97M-V/def2-TZVPD" e_homo_ha="-0.3278 / -0.3406" multiplicity=4 gap_ev="4.30 / 4.53" total_charge=+1 s2=3.78
O 0.744019 0.564230 -0.502713 -2.07 1.89 -2.03
C 1.734221 0.819536 0.291412 -2.18 -3.04 0.96
C 0.130230 -0.971458 -0.069591 2.10 -1.21 2.46
O 1.806618 1.846591 0.970270 0.70 0.35 -0.40
O 2.344743 -0.350627 0.547042 1.90 1.25 0.77
C 1.613870 -1.434955 -0.009381 -1.58 0.63 0.93
H -0.517387 -0.818849 0.797508 1.40 1.56 1.04
H -0.261119 -1.991171 0.043920 -1.70 -0.74 -3.44
H 1.948931 -1.720403 -1.006905 0.10 0.24 0.01
H 1.698610 -2.286804 0.665239 0.31 0.03 0.05
O -2.919985 -0.363506 -0.945533 -4.76 -1.10 -2.15
C -2.091419 0.324534 -0.503026 5.73 2.85 3.11
O -2.131389 1.520688 0.103291 -1.56 -0.74 -1.91
Li 0.114446 2.779865 1.152843 0.29 -0.81 -0.44
Pr -4.214389 2.082330 -1.534376 1.33 -1.16 1.05

Record 5
28
Properties=species:S:1:pos:R:3:forces:R:3 method="wB97M-V/def2-TZVPD" e_homo_ha=-0.3047 multiplicity=1 relative_energy_kj_mol=462.8 gap_ev=9.24 smiles=CN[C@H]1C[C@@H]2C[C@H]1c1ccccc12
C 1.935894 1.889824 1.101172 1.55 -0.24 -3.76
N 0.529232 2.071256 0.792423 1.53 4.19 -2.06
C -0.164357 1.009848 1.265072 -3.32 -1.76 1.03
C -1.685588 0.765506 0.811378 -0.70 1.00 -1.59
C -1.726255 -0.776482 0.460936 -0.17 0.30 2.33
C -0.753797 -1.115405 1.687968 1.27 -0.54 -2.31
C 0.525129 -0.331168 0.999703 -0.17 -1.70 2.37
C 0.516268 -0.845687 -0.491632 -3.18 0.57 5.64
C 1.450831 -1.082069 -1.388116 0.36 0.17 -2.08
C 0.911854 -1.226565 -2.702243 4.46 1.12 -1.35
C -0.387989 -1.212077 -3.059485 -1.56 -0.18 4.48
C -1.372243 -1.183816 -1.990300 1.59 -0.53 0.74
C -0.885320 -1.076834 -0.669245 0.68 0.85 -4.55
H 2.420100 2.769419 0.701207 0.40 0.48 0.37
H 2.486252 1.028070 0.316408 -1.68 2.13 2.59
H 2.215859 1.746929 2.144284 -0.13 -0.32 0.08
H 0.164113 3.103081 0.688972 0.87 -3.20 0.72
H -0.311171 1.073259 2.327504 0.63 -0.02 1.17
H -1.673592 1.495482 -0.096629 -1.29 -1.30 1.27
H -2.587606 0.839578 1.598027 2.37 0.82 -1.61
H -2.740033 -1.278909 0.286038 1.21 0.93 0.97
H -1.029343 -0.658587 2.650846 0.09 -0.70 -0.40
H -0.420854 -2.135135 1.686991 -0.48 -0.86 0.62
H 1.497679 -0.418407 1.642802 -1.86 -0.21 -1.42
H 2.524943 -0.986426 -1.186157 -0.54 -0.02 -0.28
H 1.779079 -1.011400 -3.434823 -1.82 -1.03 0.43
H -0.764159 -1.198250 -3.995085 -0.61 -0.01 -3.15
H -2.454926 -1.255035 -2.148016 0.48 0.07 -0.23

Record 6
6
Properties=species:S:1:pos:R:3:forces:R:3 method="wB97M-V/def2-TZVPD" e_homo_ha=-0.4651 multiplicity=1 relative_energy_kj_mol=485.4 gap_ev=12.58 smiles="N#CO[N+](=O)[O-]"
N -2.318334 0.159303 -0.009125 -3.03 1.22 -0.01
C -1.325428 -0.366008 0.008881 6.85 -2.35 -0.03
O -0.002350 -0.893678 0.006217 -4.62 0.04 0.03
N 1.009593 0.146569 -0.002057 -4.83 2.40 0.06
O 0.604723 1.244112 0.001181 -0.86 1.81 -0.01
O 2.031794 -0.290297 -0.005099 6.49 -3.11 -0.04